# C50H45BrIrN6O2P2STe

A molecular structure, C50H45BrIrN6O2P2STe (wB97M-V/def2-TZVPD, OMol25).

Last column: Löwdin spin population.
CARTESIAN COORDINATES (ANGSTROEM)
Ir1 -0.0466 -0.8563 -0.9908  0.72
Te1 -0.7084 4.1329 -2.3384  0.01
C1 -2.2734 5.2403 -1.3238  0.03
C2 -3.5820 5.0398 -1.7824  0.00
C3 -4.6152 5.6352 -1.0625  0.00
N1 -4.4340 6.3748 0.0333  0.00
C4 -3.1773 6.6295 0.3813  0.00
C5 -2.0459 6.1238 -0.2566  0.00
C6 -0.1309 2.6321 -0.8755  0.51
P1 1.5616 2.6684 -0.3743  0.19
C7 1.6974 2.5743 1.4705  0.05
C8 2.9718 2.3552 2.0486  0.01
C9 3.0749 2.0513 3.3958  0.00
C10 1.9250 1.9530 4.2079  0.01
C11 0.6874 2.3135 3.6464  0.00
C12 0.5864 2.6809 2.2927  0.01
C13 2.1808 4.3775 -0.6492  0.01
C14 1.9635 5.4202 0.2891  0.00
C15 2.6124 6.6566 0.1550  0.00
C16 3.3772 6.9232 -0.9814  0.00
C17 3.5484 5.9172 -1.9340  0.00
C18 2.9844 4.6537 -1.7707  0.00
P2 -1.1966 1.0937 -0.8092  0.07
C19 -2.3433 1.2399 -2.2314  0.01
C20 -1.8355 1.1186 -3.5464  0.01
C21 -2.7035 1.0911 -4.6341  0.00
C22 -4.0825 1.2839 -4.4834  0.00
C23 -4.5620 1.5165 -3.1958  0.00
C24 -3.7312 1.4664 -2.0791  0.00
C25 -2.3161 1.1465 0.6212  0.01
C26 -2.9359 0.0081 1.1797  0.00
C27 -3.8694 0.1444 2.2083  0.00
C28 -4.2217 1.4119 2.6798  0.00
C29 -3.6447 2.5372 2.0917  0.00
C30 -2.7015 2.4107 1.0686  0.01
H1 -3.7851 4.4066 -2.6476  0.00
H2 -5.6452 5.5581 -1.3858  0.00
H3 -3.0631 7.2686 1.2494  0.00
H4 -1.0343 6.4117 0.0724  0.00
H5 3.8659 2.5042 1.4284  0.00
H6 4.0594 1.8373 3.8189  0.00
H7 2.0285 1.6458 5.2479  0.00
H8 -0.2186 2.3824 4.2594  0.00
H9 -0.3982 2.9834 1.8876  0.00
H10 1.3346 5.2520 1.1537  0.00
H11 2.4991 7.4371 0.9256  0.00
H12 3.8692 7.8916 -1.0994  0.00
H13 4.1773 6.1158 -2.8035  0.00
H14 3.1790 3.8640 -2.5006  0.00
H15 -0.7415 1.0937 -3.6671  0.01
H16 -2.2835 0.9040 -5.6287  0.00
H17 -4.7606 1.2978 -5.3484  0.00
H18 -5.6225 1.7034 -3.0621  0.00
H19 -4.1612 1.6201 -1.0805  0.00
H20 -2.6163 -0.9682 0.8094  0.00
H21 -4.2878 -0.7568 2.6506  0.00
H22 -4.9344 1.5298 3.4843  0.00
H23 -3.9504 3.5585 2.3727  0.00
H24 -2.2782 3.2982 0.5860  0.01
Br1 2.7401 -6.7411 5.2338  0.03
C31 1.7278 -7.0770 3.6906  0.11
C32 2.2918 -7.8523 2.6987  -0.02
C33 1.5117 -8.0769 1.5733  0.11
C34 0.2345 -7.5234 1.4039  0.02
C35 -0.3552 -6.9075 2.5426  0.10
C36 0.4263 -6.5882 3.6124  -0.01
N2 -0.1804 -7.3301 0.1137  0.51
N3 -1.3255 -6.7785 0.0030  0.48
C37 -1.4907 -5.6923 -0.7763  0.02
C38 -2.8012 -5.1023 -0.7506  0.17
C39 -2.9471 -3.7384 -0.9099  -0.02
C40 -1.8173 -2.9455 -1.2318  0.17
O1 -1.8685 -1.6426 -1.3119  0.16
C41 -0.5518 -3.6043 -1.4633  0.04
N4 0.4870 -2.7928 -1.7225  0.06
C42 1.6677 -3.2762 -2.0936  -0.01
C43 1.9197 -4.6414 -2.0610  0.06
C44 0.9120 -5.5006 -1.6265  0.00
C45 -0.3555 -4.9781 -1.2968  0.05
H25 3.2881 -8.2665 2.8451  0.00
H26 1.9678 -8.5931 0.7297  0.01
H27 -1.4005 -6.5894 2.4673  0.01
H28 0.0202 -6.0039 4.4767  0.00
H29 -3.6211 -5.7597 -0.5482  0.01
H30 -3.8881 -3.1966 -0.7515  0.00
H31 2.4002 -2.5408 -2.4089  0.00
H32 2.9056 -5.0109 -2.3860  0.00
H33 1.0930 -6.5621 -1.5693  0.00
N5 0.6652 -3.6902 1.6748  0.01
C46 0.9295 -2.4535 2.1704  0.03
N6 1.6580 -2.3042 3.3081  0.02
S1 0.2594 -1.0142 1.5612  0.11
H34 0.8613 -4.5357 2.1783  0.00
H35 0.0264 -3.7258 0.8705  0.00
H36 2.3010 -3.0562 3.6219  0.00
H37 1.8722 -1.3495 3.5924  0.00
C47 4.4004 -0.1606 -1.0088  0.00
C48 4.0528 -0.1501 -2.5200  0.00
C49 2.5261 0.0887 -2.5402  0.01
O2 2.0903 -0.5654 -1.3058  0.01
C50 3.1770 -0.7839 -0.3333  0.00
H38 4.5011 0.8713 -0.7015  0.00
H39 5.3321 -0.6718 -0.7339  0.00
H40 4.2179 -1.1257 -3.0030  0.00
H41 4.6062 0.6085 -3.0726  0.00
H42 1.9861 -0.3954 -3.3493  0.00
H43 2.1824 1.1280 -2.4658  0.00
H44 3.2714 -1.8798 -0.2135  0.00
H45 2.8470 -0.3271 0.6136  0.00

Summary:
- Total charge: +1
- 2S+1: 5
- Total energy: -175194.068 eV
- Energy relative to the best compared isomer or geometry (same formula, charge and spin): 0.0 kJ/mol
- Orbital gap (spin up / spin down): 6.0002 / 5.9388 eV